# 1
Computed, not measured: a structure of composition C16H16AlF9NO14S in a non-equilibrium geometry, with ωB97M-V/def2-TZVPD.

```
58
C16H16AlF9NO14S ωB97M-V/def2-TZVPD
S -0.12978 -3.35601 -0.71649
Al 1.16719 -4.01928 1.12110
F 2.60986 -3.40358 -1.87714
F 2.84958 -1.54328 -0.71310
F -1.95214 1.80800 -0.90388
F 2.68968 -1.36683 -2.90849
F 0.43108 -0.70825 -1.04828
F 0.08585 -1.78286 -2.97122
F -3.91963 5.23947 -1.28766
F 6.29477 -0.33285 -5.63035
F -4.38398 -2.44989 9.46853
O -0.45166 -4.52037 -1.57750
O -4.94471 7.18205 -0.79931
O -1.41442 -2.80613 -0.19358
O -1.20845 3.87743 -1.37692
O -3.55976 -2.56011 6.13832
O 8.31985 -3.18457 -2.91286
O -5.16166 9.32674 -0.12200
O 7.58270 -1.85264 -4.58314
O -2.87943 -3.42335 8.10780
O 0.22615 3.37382 -3.03897
O 6.22506 -2.35038 -2.85277
O -1.95992 -4.14871 6.17398
O -3.14516 8.53900 -0.75528
O 0.13362 5.47930 -2.23374
N 2.08676 -5.66491 0.73393
C -0.37643 2.15131 -2.61621
C -0.96284 -4.29673 3.57986
C -0.16643 -4.32378 2.64605
C 6.26520 -1.51940 -4.97240
C -3.58752 -2.23453 8.39109
C -4.48133 8.43543 -0.51811
C -0.24454 4.34808 -2.21760
C -1.61272 2.63161 -1.91887
C -3.93268 6.56398 -1.56990
C 0.63710 -1.93869 -1.69341
C -4.40184 -2.02038 7.14970
C -2.72666 -3.44775 6.74957
C 2.22430 -2.09197 -1.81353
C 7.45897 -2.52508 -3.39941
C 5.54559 -1.39534 -3.66351
C -2.68029 7.23136 -1.08517
H -2.26958 6.75493 -0.19218
H -4.13954 6.71234 -2.63315
H -2.47339 2.77944 -2.57671
H 3.08223 -5.46372 0.55847
H -2.88084 -1.43002 8.61047
H 4.49084 -1.63205 -3.74633
H -1.90443 7.27065 -1.84901
H -5.34641 -2.56973 7.16773
H -0.60018 1.50926 -3.46745
H -4.61175 -0.96724 6.96433
H 5.64966 -0.40223 -3.21919
H -1.71180 -3.92370 4.33256
H 5.86980 -2.29617 -5.63201
H 0.30613 1.62224 -1.94803
H 2.24951 -2.92367 1.53732
H 1.74041 -5.96024 -0.19592
```

## Properties
LUMO in eV: 1.86
Maximum force in hartree/bohr: 0.091
Energy in Eh: -3266.89365
Net charge: -1
E_HOMO in eV: -5.8294
Energy relative to the best compared isomer or geometry (same formula, charge and spin) in kcal/mol: 29.1

---

# 2
Computed, not measured: a structure of composition C16H16ClN4O2SV, with ωB97M-V/def2-TZVPD.

```
41
C16H16ClN4O2SV ωB97M-V/def2-TZVPD
V -0.07064 -0.48549 1.02575
Cl -2.17659 -2.98404 3.35072
S -2.12927 -0.45983 0.11432
O -0.19871 -0.89298 2.77762
O -1.47190 0.76050 3.57767
N -3.66143 1.70880 0.15316
N -0.25076 1.53605 0.65551
N -1.45826 2.14016 0.53287
N 1.92049 0.13668 0.74759
C 1.05723 -4.47741 -1.31103
C 0.74276 -3.35927 -2.07360
C -1.23825 -0.41108 3.51507
C -2.40838 1.27937 0.30355
C 2.99676 -0.64678 0.70791
C 0.79847 3.70763 1.15002
C 2.05454 1.46294 0.96279
C 4.27221 -0.14028 0.90363
C -2.02578 -1.47247 4.25255
C 0.32542 -2.18933 -1.45445
C 0.95564 -4.42948 0.07141
C 3.29052 2.02864 1.19953
C 0.54727 -3.25909 0.70283
C 0.23526 -2.13690 -0.06684
C 0.79700 2.24096 0.91317
C 4.41530 1.20973 1.16664
H 0.81104 -3.40162 -3.15270
H -4.41199 1.06495 -0.01902
H 1.18592 -5.30436 0.66544
H 1.51212 4.20247 0.48999
H 0.45988 -3.24141 1.78339
H 1.09894 3.90540 2.18158
H -1.52178 -1.66874 5.19923
H -0.19235 4.11651 0.98572
H -3.01469 -1.08019 4.46764
H -3.86032 2.69275 0.22998
H 5.12411 -0.80249 0.85921
H 2.81617 -1.69722 0.51849
H 1.37248 -5.39062 -1.79773
H 0.06708 -1.32699 -2.05804
H 3.38401 3.08613 1.39579
H 5.39559 1.63191 1.34196
```

## Properties
LUMO (spin up / spin down) in eV: -4.68 / -4.50
Maximum force in hartree/bohr: 0.017
Energy in Eh: -2791.03429
Net charge: +1
<S²>: 0.7762
2S+1: 2
E_HOMO (spin up / spin down) in eV: -11.8960 / -11.9505
Energy relative to the best compared isomer or geometry (same formula, charge and spin) in kcal/mol: 1.1

---

# 3
Computed, not measured: an isolated molecule of C16H16ClNO3, with ωB97M-V/def2-TZVPD.

```
37
C16H16ClNO3 ωB97M-V/def2-TZVPD
Cl -4.33650 2.20380 1.22759
O -0.91850 -2.32619 -0.24326
O 0.03869 0.65335 -1.83878
O 1.94183 -2.09838 1.90611
N 1.29323 -0.82442 0.12243
C 3.42912 0.15337 0.76530
C 0.35547 1.66794 -0.89698
C -2.41847 0.37921 1.76418
C 2.16857 0.26598 0.19051
C 3.88279 2.44840 0.24064
C -3.43618 0.25704 -0.41182
C -1.60169 -0.69134 1.43609
C 4.27876 1.24343 0.79359
C -1.69794 -1.28967 0.18677
C 1.75089 1.48775 -0.35208
C -2.63163 -0.81535 -0.75018
C 1.21557 -1.87684 0.96153
C -3.32755 0.85185 0.83718
C -2.72489 -1.47908 -2.08830
C 2.62545 2.56320 -0.32669
C 0.06763 -2.84215 0.61762
H 3.72807 -0.78833 1.19446
H -0.84673 0.81546 -2.18042
H -2.33688 0.84267 2.73411
H 0.27926 2.65477 -1.36972
H -0.36215 -3.21380 1.55599
H 0.60469 -0.74908 -0.62133
H -1.74515 -1.51237 -2.56237
H 4.54711 3.29899 0.25265
H -4.15533 0.63451 -1.12259
H -0.88698 -1.03953 2.16461
H 5.25540 1.14682 1.24295
H -3.05658 -2.50901 -1.96669
H 2.31233 3.50751 -0.74828
H 0.49655 -3.69440 0.08115
H -3.42541 -0.95766 -2.73468
H -0.36287 1.63154 -0.06130
```

## Properties
LUMO in eV: 0.53
Maximum force in hartree/bohr: 0.011
Energy in Eh: -1359.99472
SMILES: Cc1cc(Cl)ccc1OCC(=O)Nc1ccccc1CO
Net charge: 0
E_HOMO in eV: -8.5436
Energy relative to the best compared isomer or geometry (same formula, charge and spin) in kcal/mol: 0.0

---

# 4
Computed, not measured: a structure of composition C16H16F7MoN3O9Sb, with ωB97M-V/def2-TZVPD.

```
53
C16H16F7MoN3O9Sb ωB97M-V/def2-TZVPD
Sb 2.29837 3.56082 -1.44401
Mo 1.29012 0.41073 -0.07942
F 3.31509 4.09569 0.01289
F 1.07262 2.60999 -2.51945
F 1.00314 4.83726 -1.10219
F -7.10689 2.02503 -1.47860
F 3.24309 4.35499 -2.80624
F 1.25635 2.37979 0.05086
F 3.25276 1.90764 -1.39446
O 0.14325 0.14245 1.64207
O 2.18419 -0.43547 -1.85924
O -7.27461 -0.08874 0.32462
O -2.72200 -0.34691 0.51013
O -0.24595 0.49566 -1.05115
O 2.36442 -2.27023 -3.11944
O -1.02904 -1.16011 2.92892
O -1.87811 -0.37116 -2.27866
O 2.74758 0.33606 0.88161
N -3.67087 1.27393 -0.76418
N -5.00114 -0.18054 0.42031
N 0.78790 -1.66378 -0.06470
C -6.02341 1.46332 -0.97582
C -0.30995 -4.13627 -0.31871
C -2.33962 1.71149 -1.10961
C 0.57937 -3.67648 -1.28831
C -6.22774 0.35529 -0.04095
C -1.54573 0.51121 -1.56775
C 1.94658 -1.63082 -2.08217
C 4.70764 -0.78049 1.75524
C -0.35409 -0.98219 1.85196
C 3.22174 0.67999 3.22694
C -0.66461 -3.32670 0.75827
C -0.08764 -2.07168 0.85269
C -3.74590 0.20748 0.08590
C 3.85465 0.45691 1.87671
C -4.80714 1.87838 -1.30493
C 1.10071 -2.40600 -1.12395
H -2.38139 2.42813 -1.93238
H 4.12875 -1.67730 1.98256
H 5.51555 -0.71291 2.48290
H 2.65916 -0.19812 3.54855
H 2.88171 -1.70319 -3.72445
H -1.39094 -2.05102 3.04802
H -1.84150 2.18599 -0.26254
H -0.75154 -5.11881 -0.41671
H -5.08468 -0.95199 1.06839
H 2.57910 1.55954 3.22966
H 4.37860 1.34971 1.52351
H 5.15362 -0.86308 0.76532
H -1.39194 -3.68103 1.47626
H 4.02008 0.84686 3.94947
H 0.83666 -4.27535 -2.15053
H -4.64637 2.69602 -1.99320
```

## Properties
LUMO (spin up / spin down) in eV: -8.95 / -8.81
Maximum force in hartree/bohr: 0.009
Energy in Eh: -2467.89674
Net charge: +2
<S²>: 0.7561
2S+1: 2
E_HOMO (spin up / spin down) in eV: -14.2705 / -14.2708
Energy relative to the best compared isomer or geometry (same formula, charge and spin) in kcal/mol: 23.5

---

# 5
Computed, not measured: a structure of composition C16H16I2N2O4STi, with ωB97M-V/def2-TZVPD.

```
42
C16H16I2N2O4STi ωB97M-V/def2-TZVPD
I 0.58573 -2.55036 -1.92985
I 1.73872 0.34661 -2.57717
Ti 0.20471 -0.20020 -0.15849
S -2.72389 -0.59002 -1.60739
O 0.92041 1.47000 0.61031
O -1.58091 0.34121 -1.25957
O 5.03792 1.16017 1.46018
O -0.90757 -1.34182 0.91799
N 1.67564 -0.83333 1.16043
N 2.67431 0.12032 1.23155
C -0.17503 -4.87664 2.94332
C -1.44819 -4.55822 2.46727
C 4.73375 4.69075 0.76871
C -0.63430 -2.46790 1.55880
C 2.56392 3.70973 0.55763
C 0.65783 -2.79001 2.03584
C 5.26996 3.46081 1.08813
C 2.18654 1.29325 0.91068
C 4.45695 2.32826 1.14812
C 1.75219 -1.86360 1.91503
C 3.08451 2.45300 0.87903
C 3.37197 4.82498 0.50205
C 0.85526 -3.99074 2.73401
C -2.70116 -0.64513 -3.39476
C -4.16902 0.44333 -1.39658
C -1.67516 -3.37701 1.79607
H 6.32455 3.33962 1.29667
H -4.25267 0.64886 -0.33134
H -4.03321 1.36916 -1.95266
H -2.66065 -3.12109 1.42917
H -3.58364 -1.17748 -3.74797
H -0.00409 -5.80309 3.47385
H 4.34436 0.46826 1.45925
H -2.66943 0.37438 -3.77547
H 5.38133 5.55732 0.72405
H -5.04870 -0.09990 -1.73965
H 1.84804 -4.21149 3.10909
H 1.50534 3.78121 0.35033
H -1.79801 -1.18541 -3.67349
H 2.95419 5.79026 0.25087
H -2.27049 -5.24351 2.63056
H 2.64577 -2.00739 2.51981
```

## Properties
LUMO (spin up / spin down) in eV: -0.03 / -2.11
Maximum force in hartree/bohr: 0.017
Energy in Eh: -2872.96753
Net charge: 0
<S²>: 2.0097
2S+1: 3
E_HOMO (spin up / spin down) in eV: -7.9938 / -8.1132
Energy relative to the best compared isomer or geometry (same formula, charge and spin) in kcal/mol: 2.4

---

# 6
Computed, not measured: an isolated molecule of C16H16N2O4, with ωB97M-V/def2-TZVPD.

```
38
C16H16N2O4 ωB97M-V/def2-TZVPD
O -2.03412 -1.83724 1.55477
O -0.09983 0.01866 3.54257
O -2.42632 -0.59095 -0.24130
O 1.76912 2.07821 3.05798
N 0.50666 -0.68247 -1.23958
N -1.37813 0.26835 -2.18229
C -0.24497 -0.51718 -2.31530
C -0.07937 0.60975 2.32394
C 0.82895 2.43278 0.98180
C 1.26727 -1.77972 -3.64663
C 2.05728 -1.95232 -2.51541
C 0.84464 1.67016 2.14545
C 0.09426 -1.05318 -3.57448
C -1.27974 -0.60673 4.00725
C -0.89159 1.10253 0.08532
C -0.77760 -0.84478 -4.77509
C 2.21393 1.22329 4.09100
C -0.06071 2.18650 -0.04951
C -1.81888 -0.82347 0.94770
C -1.90416 0.57169 -0.88526
C 1.62773 -1.37735 -1.33689
C -0.90661 0.30622 1.23645
H 1.53398 3.24665 0.92192
H -1.75917 -1.29762 -4.62606
H -0.32452 -1.30130 -5.65178
H -0.07171 2.79635 -0.93752
H -0.91641 0.21831 -4.97037
H 1.50458 1.18420 4.91989
H -1.42121 -1.59229 3.56347
H 2.97383 -2.51841 -2.55813
H 2.39750 0.21170 3.72552
H -1.15037 -0.69758 5.08553
H 1.56826 -2.21509 -4.58968
H -2.15758 0.00848 3.79179
H -2.08635 0.08677 -2.87861
H 2.18913 -1.46921 -0.41693
H -2.73846 1.27506 -1.02915
H 3.15067 1.66120 4.43763
```

## Properties
LUMO in eV: 0.63
Maximum force in hartree/bohr: 0.014
Energy in Eh: -1029.77120
SMILES: COc1ccc2c(c1OC)C(=O)O[C@@H]2Nc1ncccc1C
Net charge: 0
E_HOMO in eV: -8.0391
Energy relative to the best compared isomer or geometry (same formula, charge and spin) in kcal/mol: 40.8